Record 1
Molecular formula: C48H81N3O11
Method: DFT, ωB97M-V with the def2-TZVPD basis set

Calculated values
HOMO level in eV: -9.33
Calculated total energy in hartree: -2869.44529

```
! wB97M-V def2-TZVPD RIJCOSX def2/J DEFGRID3
* xyz 0 1
N -0.47995 -2.55436 2.77371
C 0.58258 -3.28078 3.06646
C 0.93652 -3.68120 4.35752
C 0.08349 -3.36753 5.40091
C -1.03526 -2.58600 5.10944
C -1.29251 -2.22172 3.80745
H 1.27576 -3.53925 2.27218
H 1.83694 -4.22722 4.60335
H 0.20858 -3.72740 6.41254
H -1.67586 -2.26272 5.91958
H -2.19147 -1.68926 3.52559
N 1.43876 1.12194 4.52662
C 1.61960 0.13797 3.64923
C 2.86349 -0.47030 3.50882
C 3.98396 0.04070 4.14396
C 3.78324 1.07444 5.04300
C 2.49346 1.52617 5.24465
H 0.79496 -0.18151 3.02561
H 2.97611 -1.29656 2.81514
H 4.94919 -0.44007 4.05325
H 4.52564 1.48354 5.71733
H 2.28440 2.29865 5.97451
N 4.43554 0.20731 -1.46240
C 4.35914 0.06277 -0.13953
C 5.31690 -0.62500 0.62150
C 6.33567 -1.28359 -0.04056
C 6.32283 -1.28121 -1.42679
C 5.44371 -0.42389 -2.06837
H 3.54060 0.48765 0.42686
H 5.26447 -0.55886 1.69849
H 7.07127 -1.90559 0.45646
H 6.98755 -1.82515 -2.08574
H 5.56720 -0.30179 -3.14018
C -4.71201 0.38883 0.80985
C -6.06289 0.85861 1.28400
O -6.93292 0.06858 1.56769
C -6.34077 2.34787 1.22150
H -4.81581 -0.54744 0.26128
H -3.94504 0.27508 1.57460
H -4.31856 1.11863 0.09904
H -5.41834 2.82690 1.56830
H -7.18487 2.65430 1.82957
H -6.48856 2.64663 0.18240
C -0.17393 0.68637 0.42048
C -0.71295 -0.20741 -0.65143
O -0.48277 0.07827 -1.81166
C -1.48382 -1.43957 -0.25717
H 0.01161 1.67968 0.02710
H 0.82617 0.28019 0.63769
H -0.68512 0.63747 1.37875
H -0.80290 -2.29513 -0.31343
H -2.28254 -1.67345 -0.95740
H -1.81448 -1.37217 0.77486
C 2.50479 4.54554 2.19853
C 3.19346 3.33579 1.64229
O 2.62023 2.35106 1.23115
C 4.68895 3.43509 1.47708
H 3.05861 4.91338 3.05831
H 1.44647 4.38547 2.38821
H 2.52863 5.30335 1.40687
H 5.10482 2.46188 1.73682
H 5.13683 4.16672 2.14634
H 4.83428 3.70691 0.43107
C 2.58267 -2.66514 -0.01128
C 3.53961 -3.70447 0.52178
O 3.76857 -3.77465 1.70510
C 4.26658 -4.53010 -0.49113
H 1.66268 -3.15210 -0.35205
H 3.03604 -2.15731 -0.85774
H 2.34607 -2.00351 0.81868
H 3.62227 -5.41359 -0.58929
H 5.21840 -4.88979 -0.09946
H 4.46835 -4.04371 -1.44044
C 0.66391 1.34921 -4.58570
C 1.11798 2.47977 -3.70224
O 0.62393 3.58710 -3.75341
C 2.19717 2.15303 -2.72235
H 1.43042 1.25203 -5.36770
H -0.26302 1.48641 -5.13519
H 0.69448 0.41444 -4.02789
H 2.93075 1.48869 -3.17341
H 1.79364 1.68903 -1.81873
H 2.67042 3.06093 -2.34727
C -2.86792 -5.24784 2.13229
C -2.75777 -6.19737 0.94292
O -3.07559 -7.35117 0.99241
C -2.24153 -5.56256 -0.31552
H -3.19951 -5.81423 3.00092
H -3.62262 -4.50560 1.87258
H -1.89342 -4.80804 2.33369
H -2.26729 -6.28827 -1.13016
H -1.19524 -5.25294 -0.24255
H -2.81940 -4.68582 -0.61037
C -2.40360 -1.14882 -4.01487
C -2.84942 -2.23461 -4.95397
O -3.46021 -3.21928 -4.62158
C -2.67654 -1.85799 -6.43867
H -2.98943 -0.26252 -4.25090
H -1.34029 -0.97005 -4.18055
H -2.55708 -1.36914 -2.96291
H -1.69875 -2.15958 -6.80635
H -2.77955 -0.77292 -6.50470
H -3.52488 -2.26452 -6.98468
C -3.06061 2.52328 3.73416
C -2.22717 2.81920 2.52514
O -2.70888 2.80575 1.40710
C -0.79823 3.18008 2.71868
H -2.51551 2.64169 4.66992
H -3.39437 1.48354 3.66216
H -3.96332 3.12912 3.81096
H -0.27980 3.39194 1.78876
H -0.22119 2.31146 3.07019
H -0.62335 3.96966 3.44866
C 0.25027 -3.44939 -3.35031
C 1.15408 -2.65054 -4.25305
O 0.91991 -2.48102 -5.42287
C 2.34320 -1.96650 -3.60413
H -0.64960 -3.70244 -3.91060
H -0.03301 -2.88394 -2.46255
H 0.74447 -4.37758 -3.05447
H 3.06730 -2.71290 -3.28052
H 2.00041 -1.33831 -2.77557
H 2.76045 -1.22968 -4.28994
C -2.33055 6.02488 -0.67981
C -1.09147 5.74701 0.12431
O -0.87518 6.21727 1.21769
C -0.19232 4.68615 -0.46206
H -3.03566 6.58496 -0.06475
H -2.80332 5.08602 -0.96493
H -2.14087 6.60330 -1.58486
H 0.82398 4.73504 -0.06566
H -0.12187 4.84807 -1.54077
H -0.52409 3.66536 -0.28382
C -4.86108 1.33005 -2.73987
C -4.18003 2.64893 -2.41236
O -4.81593 3.67807 -2.36320
C -2.66661 2.66010 -2.27330
H -5.93076 1.48805 -2.63257
H -4.49256 0.51101 -2.12028
H -4.56575 1.05612 -3.75372
H -2.22220 1.90378 -2.92316
H -2.45518 2.46360 -1.22068
H -2.33747 3.61826 -2.66853
*
```

Record 2
Molecular formula: C48H84N12
Method: DFT, ωB97M-V with the def2-TZVPD basis set

Calculated values
HOMO level in eV: -11.03
Calculated total energy in hartree: -2536.27335
SMILES string: CCCC#N.CCCC#N.CCCC#N.CCCC#N.CCCC#N.CCCC#N.CCCC#N.CCCC#N.CCCC#N.CCCC#N.CCCC#N.CCCC#N
Energy relative to the best compared isomer or geometry (same formula, charge and spin) in eV: 3.0252

```
! wB97M-V def2-TZVPD RIJCOSX def2/J DEFGRID3
* xyz 0 1
C 3.97587 -0.92256 3.81803
C 3.40479 -2.19894 4.42488
C 2.00220 -2.13821 5.00908
C 1.75560 -1.10131 6.01979
N 1.47515 -0.27737 6.76007
H 3.39986 -0.56888 2.96069
H 4.99952 -1.14775 3.53284
H 3.90832 -0.12009 4.55388
H 4.07209 -2.50492 5.23906
H 3.42620 -3.07775 3.77541
H 1.78482 -3.07462 5.52857
H 1.23120 -1.96130 4.25311
C 3.11557 2.78723 2.30364
C 3.86730 3.70584 1.35553
C 5.39349 3.83882 1.59875
C 6.00583 2.54878 1.91345
N 6.48789 1.53364 2.16088
H 3.47342 1.76391 2.16585
H 2.07833 2.76267 1.96162
H 3.19318 3.03398 3.35961
H 3.48490 4.72586 1.29999
H 3.74875 3.32305 0.33927
H 5.64873 4.50220 2.42486
H 5.85056 4.19311 0.67507
C -1.84547 -1.29968 8.11946
C -2.13467 -0.09088 7.22523
C -2.95716 -0.47863 6.01698
C -2.19725 -1.34191 5.08169
N -1.65773 -1.94985 4.27219
H -1.36462 -2.12674 7.58741
H -2.75447 -1.77254 8.50913
H -1.22711 -1.07299 8.98635
H -1.16945 0.32958 6.94020
H -2.64085 0.64878 7.84564
H -3.24994 0.39459 5.42614
H -3.89884 -0.95820 6.28796
C -3.58683 2.94873 -2.88114
C -2.74183 2.85859 -4.15326
C -1.69700 3.96148 -4.14329
C -2.22675 5.34735 -4.01800
N -2.64439 6.40893 -3.93298
H -2.94354 3.09683 -2.01365
H -4.22845 2.08256 -2.71403
H -4.28747 3.78549 -2.94743
H -3.38185 2.94675 -5.02732
H -2.16194 1.93817 -4.08258
H -1.05925 4.06346 -5.02743
H -1.00661 3.85968 -3.30131
C -4.58894 1.92489 0.64892
C -5.73214 2.81867 1.09452
C -6.64409 2.16600 2.11972
C -5.97067 1.63867 3.30194
N -5.44143 1.18946 4.21765
H -3.89640 1.76139 1.48239
H -3.97700 2.38620 -0.12696
H -4.86832 0.93640 0.27787
H -6.39160 3.02388 0.24531
H -5.33548 3.78320 1.41114
H -7.20441 1.34012 1.67642
H -7.37421 2.89796 2.47472
C 4.47147 -1.94389 0.15354
C 5.80579 -1.30718 -0.22270
C 6.16214 -1.44052 -1.69346
C 6.13844 -2.75559 -2.32352
N 6.10142 -3.80094 -2.80370
H 4.44722 -2.12700 1.22802
H 4.46836 -2.96725 -0.24583
H 3.60449 -1.41736 -0.24365
H 6.57854 -1.76030 0.39727
H 5.69017 -0.23933 -0.03179
H 7.19033 -1.08374 -1.83301
H 5.60266 -0.71580 -2.29006
C 1.16964 -4.91801 -0.99943
C 1.85633 -4.05609 -2.04173
C 2.30984 -4.76305 -3.32009
C 3.00153 -6.02558 -3.03188
N 3.49295 -7.02301 -2.74952
H 0.27358 -5.42803 -1.37281
H 0.86903 -4.35347 -0.12079
H 1.78770 -5.77189 -0.70920
H 2.75030 -3.70021 -1.51909
H 1.27050 -3.16879 -2.28577
H 2.98509 -4.19313 -3.96088
H 1.43319 -5.01265 -3.92562
C 1.80929 -0.31696 -3.19461
C 1.70894 -1.01000 -4.56064
C 2.71760 -0.37646 -5.53013
C 4.11717 -0.56953 -5.15047
N 5.21345 -0.74014 -4.86972
H 1.43092 0.70164 -3.29550
H 2.83518 -0.33134 -2.82765
H 1.18184 -0.80129 -2.44392
H 0.70890 -0.97602 -4.98688
H 2.01522 -2.05439 -4.46363
H 2.47850 0.67243 -5.70034
H 2.64530 -0.86326 -6.50959
C 0.72202 3.41313 -3.89916
C 1.84157 3.71472 -4.89251
C 2.69941 4.91136 -4.49929
C 3.71502 4.66127 -3.48393
N 4.50691 4.45727 -2.67963
H 0.21438 2.50000 -4.20710
H -0.01116 4.21831 -3.84538
H 1.12444 3.25017 -2.89999
H 1.42084 3.87014 -5.88826
H 2.42850 2.79912 -4.99406
H 2.08073 5.74875 -4.17265
H 3.27862 5.23190 -5.37242
C -2.30091 -0.77642 -3.23473
C -3.63223 -1.13259 -2.59072
C -3.77560 -2.64025 -2.34297
C -2.80686 -3.21627 -1.43400
N -2.02094 -3.61661 -0.70482
H -2.17403 -1.34449 -4.16295
H -1.44964 -1.08796 -2.62686
H -2.29764 0.28567 -3.46789
H -4.46091 -0.83184 -3.23719
H -3.82825 -0.56522 -1.67554
H -3.68330 -3.10616 -3.33001
H -4.77545 -2.91594 -1.99596
C 0.73998 -0.83486 0.74671
C -0.70545 -0.40948 0.92469
C -0.96084 1.10603 0.85560
C -0.81535 1.58765 -0.52738
N -0.73993 1.89018 -1.62842
H 0.79778 -1.91761 0.65575
H 1.38872 -0.43695 1.53124
H 1.19936 -0.40132 -0.14975
H -1.09185 -0.77574 1.88114
H -1.38523 -0.91035 0.22949
H -0.29421 1.69062 1.48800
H -2.00356 1.27885 1.12909
C -4.45304 -1.22792 1.43518
C -4.74634 -2.47512 2.25856
C -5.57013 -2.27107 3.53053
C -6.80153 -1.51442 3.27491
N -7.75781 -0.90578 3.10462
H -5.39600 -0.80148 1.07467
H -3.88926 -1.50471 0.54631
H -3.96870 -0.45010 2.02769
H -3.80298 -2.92760 2.57190
H -5.28347 -3.21792 1.66241
H -5.01658 -1.61511 4.20966
H -5.87746 -3.21751 3.97066
*
```